Record 1
{
  "formula": "C4H9NO2",
  "method": "ωB97M-V/def2-TZVPD",
  "orbital_gap_ha": 0.38541,
  "de_lowest_kj_mol": 185.40,
  "largest_force_ev_per_a": 0.9,
  "smiles": "O=CCCNCO",
  "elements": ["H", "O", "O", "C", "C", "H", "C", "H", "H", "C", "H", "H", "H", "H", "H", "N"],
  "coordinates": [[1.54019, 0.66904, 0.57621], [0.14029, 0.33560, 2.76687], [-0.49005, -2.55789, -2.16599], [-0.07913, -0.26430, -0.16470], [-0.46900, -1.36468, -2.28064], [-1.29756, -0.81113, -2.77198], [0.52127, -0.49873, -1.56264], [-0.67262, 0.39453, 3.28657], [-1.10251, 1.43738, 1.55323], [-0.03186, 1.29251, 1.69642], [0.01651, -1.15207, 0.46192], [0.59131, 0.48696, -2.02442], [1.46323, -1.03926, -1.49683], [0.45148, 2.23024, 1.97775], [-1.14127, -0.04917, -0.32446], [0.55974, 0.89097, 0.47268]],
  "atomic_forces_ev_per_a": [[0.18, 0.28, 0.23], [-0.43, 0.26, -0.22], [0.00, -0.34, -0.36], [0.19, 0.27, -0.07], [-0.26, 0.31, 0.55], [0.05, -0.16, -0.23], [-0.21, -0.08, 0.29], [0.35, -0.25, 0.08], [-0.02, 0.19, -0.20], [0.43, 0.05, 0.36], [-0.19, -0.21, -0.17], [0.30, -0.13, -0.17], [0.21, 0.25, -0.08], [-0.15, 0.05, 0.19], [-0.03, 0.10, 0.37], [-0.42, -0.61, -0.59]],
  "lowdin_charge": [0.12, -0.07, 0.06, -0.22, -0.30, 0.13, -0.15, 0.08, 0.12, -0.30, 0.12, 0.12, 0.12, 0.12, 0.12, -0.06]
}

***

Record 2
{
  "formula": "C7H5BrClNO2",
  "method": "ωB97M-V/def2-TZVPD",
  "orbital_gap_ha": 0.28636,
  "de_lowest_kj_mol": 0.00,
  "largest_force_ev_per_a": 3.4,
  "smiles": "O=[N+]([O-])/C(Br)=C1/C=CC=C[C@H]1Cl",
  "elements": ["N", "C", "H", "Br", "C", "H", "C", "O", "C", "H", "C", "Cl", "O", "C", "H", "C", "H"],
  "coordinates": [[0.82948, 2.38842, -1.23063], [0.56951, -1.76768, -0.36800], [-1.20092, -1.81280, 2.36973], [-0.51085, 3.08404, 1.25268], [0.02117, -0.43858, -1.04414], [0.80909, -0.18858, -1.82790], [-0.18366, 0.48016, 0.06570], [1.44399, 1.61379, -1.87012], [-0.77518, -0.03714, 1.31765], [0.53679, -3.02933, 1.40288], [0.02781, 1.80691, -0.03820], [-1.66117, -0.37326, -1.78790], [0.78590, 3.56503, -1.40230], [-0.72014, -1.37349, 1.52088], [1.17261, -2.29857, -1.09181], [0.16410, -2.23431, 0.82095], [-1.30854, 0.61538, 1.91053]],
  "atomic_forces_ev_per_a": [[-2.12, 0.29, 2.53], [-1.17, -0.36, -2.09], [-0.38, 0.09, 0.54], [0.34, -0.26, -0.60], [1.77, -2.39, 0.16], [-1.84, -0.18, 1.27], [0.28, 2.74, 1.45], [1.82, -1.21, -1.68], [0.55, -2.43, -2.30], [0.54, -1.26, -0.14], [0.70, 0.20, -0.24], [0.54, -0.86, -0.24], [-0.17, 1.37, -0.08], [-0.55, 1.68, 1.51], [0.38, -0.29, 0.44], [0.35, 1.79, -1.75], [-1.04, 1.09, 1.22]],
  "lowdin_charge": [-0.41, -0.03, 0.11, 0.84, -0.55, 0.11, -0.37, 0.07, -0.06, 0.10, -0.50, 0.64, 0.06, -0.08, 0.10, -0.08, 0.05]
}

***

Record 3
{
  "formula": "CHI2P",
  "method": "ωB97M-V/def2-TZVPD",
  "orbital_gap_ha": [0.26700, 0.23910],
  "spin_multiplicity": 3,
  "largest_force_ev_per_a": 1.3,
  "elements": ["C", "I", "H", "I", "P"],
  "coordinates": [[0.98123, 0.15058, -1.11822], [1.20884, -1.70959, -0.35327], [1.59015, 1.05108, -0.86393], [-1.44472, 0.79914, 0.21152], [-2.33550, -0.29122, 2.12390]],
  "atomic_forces_ev_per_a": [[-0.85, 0.72, -0.65], [0.78, 0.07, 0.15], [0.27, -1.12, 0.57], [-0.37, 0.26, 0.08], [0.17, 0.07, -0.16]],
  "lowdin_spin": [0.08, 0.05, 0.01, 0.24, 1.62]
}